Record 1
{
  "formula": "C5H11O2",
  "method": "the ωB97M-V functional and the def2-TZVPD basis",
  "species": ["C", "C", "O", "O", "H", "H", "H", "C", "C", "C", "H", "H", "H", "H", "H", "H", "H", "H"],
  "xyz": [[1.535, 1.995, -0.661], [0.178, 2.549, -1.202], [-0.334, 3.571, -0.669], [-0.120, 1.895, -2.181], [1.409, 0.908, -0.868], [1.697, 1.851, 0.399], [2.399, 2.595, -0.974], [-1.022, -1.732, 1.048], [-0.664, -0.250, 1.168], [-0.315, -2.270, -0.245], [-0.673, -2.306, 1.834], [-2.146, -1.822, 0.784], [0.074, -0.167, 2.115], [-1.636, 0.265, 1.190], [0.571, -2.841, -0.191], [-1.008, -2.827, -0.941], [-0.277, 0.042, 0.216], [0.330, -1.456, -0.823]],
  "charge": -1,
  "fmax_ev_per_a": 4.40,
  "relative_energy_ev": 2.200
}



Record 2
{
  "formula": "C5H11O2",
  "method": "the ωB97M-V functional and the def2-TZVPD basis",
  "species": ["O", "C", "O", "H", "C", "C", "C", "C", "H", "H", "H", "H", "H", "H", "H", "H", "H", "H"],
  "xyz": [[0.578, -0.952, -1.600], [1.705, -1.264, -1.168], [2.204, -1.048, -0.044], [2.387, -1.788, -1.894], [0.432, 0.814, 1.917], [-2.380, 0.542, -0.737], [-1.624, 0.270, 0.558], [-0.501, 1.281, 0.802], [-0.019, 0.956, 2.905], [1.368, 1.375, 1.911], [0.693, -0.223, 1.731], [-3.250, -0.103, -0.847], [-1.714, 0.306, -1.567], [-2.738, 1.569, -0.813], [-1.138, -0.702, 0.451], [-2.299, 0.219, 1.417], [0.060, 1.323, -0.131], [-0.943, 2.251, 1.049]],
  "charge": -1,
  "fmax_ev_per_a": 0.61,
  "relative_energy_ev": 0.105
}



Record 3
{
  "formula": "C5H11O2",
  "method": "the ωB97M-V functional and the def2-TZVPD basis",
  "species": ["C", "C", "H", "H", "H", "H", "H", "H", "C", "C", "C", "O", "O", "H", "H", "H", "H", "H"],
  "xyz": [[0.524, 0.089, -2.591], [1.203, 1.373, -2.098], [0.516, 0.059, -3.682], [1.045, -0.797, -2.237], [-0.491, 0.034, -2.212], [1.601, 1.247, -1.090], [0.483, 2.189, -2.071], [2.056, 1.659, -2.717], [-0.079, -0.579, 1.928], [-1.023, -0.968, 0.783], [-0.870, -0.003, 3.180], [-0.574, -0.556, 4.265], [-1.746, 0.851, 2.945], [0.430, -1.430, 2.375], [0.667, 0.161, 1.645], [-2.004, -1.194, 1.199], [-0.704, -1.930, 0.361], [-1.034, -0.204, 0.018]],
  "charge": -1,
  "fmax_ev_per_a": 1.28,
  "relative_energy_ev": 0.409
}



Record 4
{
  "formula": "C5H11O2",
  "method": "the ωB97M-V functional and the def2-TZVPD basis",
  "species": ["C", "O", "C", "C", "C", "C", "H", "H", "H", "H", "H", "H", "H", "H", "H", "H", "H", "O"],
  "xyz": [[-0.169, -0.174, 1.247], [0.719, -0.316, 2.325], [0.320, -0.995, -0.045], [-0.524, -0.686, -1.317], [-0.147, 0.680, -2.098], [0.556, 0.510, -3.162], [-0.124, 0.900, 0.887], [-1.190, -0.410, 1.518], [1.389, -0.751, -0.318], [0.227, -2.076, 0.272], [-1.466, -0.508, -0.909], [-0.687, -1.429, -2.034], [-0.191, 1.545, -1.406], [0.542, -0.497, -3.759], [1.409, 1.104, -3.418], [-0.168, 1.783, 4.362], [0.066, 0.423, 3.600], [-0.562, 0.898, 4.255]],
  "charge": -1,
  "fmax_ev_per_a": 5.22,
  "relative_energy_ev": 3.450
}



Number 1: HOMO-LUMO gap 7.44 eV, HOMO energy -0.138 Eh. Number 2: HOMO-LUMO gap 8.31 eV, HOMO energy -0.151 Eh. Number 3: HOMO-LUMO gap 7.08 eV, HOMO energy -0.137 Eh. Number 4: HOMO-LUMO gap 6.73 eV, HOMO energy -0.111 Eh.